Record 1
16
Properties=species:S:1:pos:R:3:forces:R:3 method="wB97M-V/def2-TZVPD" e_lumo_ev=0.84 homo_ha=-0.335 orbital_gap_ev=10.0 mol_weight_g_mol=128.20 e_above_lowest_ev=0.9287 smiles=NCCc1nccs1 total_energy_ev=-19129.4926
N 2.263 -0.327 0.077 1.278 0.686 -0.041
C 1.616 0.431 -0.965 -1.710 0.896 1.790
C 0.462 1.263 -0.282 -0.191 -0.311 -1.485
C -0.690 0.436 0.129 -0.267 -0.417 -1.214
N -1.417 -0.255 -0.698 -0.982 -1.177 2.218
C -2.343 -1.048 0.107 1.589 1.693 -2.481
C -2.268 -0.847 1.412 -0.439 -0.024 2.511
S -1.010 0.330 1.821 -1.226 -1.292 -0.539
H 1.813 -1.192 0.206 -0.539 -1.184 0.246
H 3.256 -0.498 -0.047 -0.293 0.087 -0.212
H 1.153 -0.153 -1.737 -0.110 -0.422 -0.578
H 2.209 1.197 -1.397 1.161 0.291 -0.401
H 0.742 1.626 0.685 1.205 1.235 -0.045
H 0.137 2.011 -1.046 0.126 -0.182 0.970
H -3.006 -1.662 -0.459 -0.418 -0.425 0.078
H -2.917 -1.313 2.193 0.817 0.547 -0.817

Record 2
7
Properties=species:S:1:pos:R:3:forces:R:3 method="wB97M-V/def2-TZVPD" e_lumo_ev=0.10 homo_ha=-0.303 orbital_gap_ev=8.3 mol_weight_g_mol=173.92 e_above_lowest_ev=2.3431 smiles="C=[PH2]I" total_energy_ev=-18489.1801
C -0.314 1.024 -0.585 -2.038 -1.450 1.382
P 0.078 -0.463 0.064 -1.264 0.354 -0.793
I 1.497 -0.993 1.914 0.813 -0.242 0.845
H 0.438 1.603 -0.955 2.094 1.350 -1.234
H -1.067 1.603 -0.047 0.117 -0.353 -0.002
H -0.970 -1.280 0.395 -1.222 0.494 0.892
H 0.338 -1.494 -0.786 1.501 -0.152 -1.091

Record 3
57
Properties=species:S:1:pos:R:3:forces:R:3 method="wB97M-V/def2-TZVPD" e_lumo_ev=-1.89 homo_ha=-0.230 orbital_gap_ev=4.4 mol_weight_g_mol=402.30 e_above_lowest_ev=6.3288 total_energy_ev=-35219.0941
C 5.289 -0.668 -1.779 1.234 -1.456 0.865
C 4.065 0.053 -2.022 -0.811 1.844 0.045
C 4.117 1.403 -1.899 -1.688 -0.925 -1.715
C 2.710 1.745 -1.919 -1.197 1.586 1.329
C 1.947 0.592 -1.384 3.394 4.320 -4.485
B 3.821 -1.253 3.038 -2.319 -0.250 -1.805
O 3.289 -1.687 4.287 -0.345 0.548 -1.732
C 1.792 -1.354 4.185 1.404 -0.322 -0.345
C 1.520 -0.998 2.633 1.168 0.050 0.100
C 0.054 -0.781 2.144 1.250 -0.172 0.585
C 2.176 -2.141 1.770 0.250 -1.013 -0.507
O 3.654 -2.143 1.872 -0.593 1.115 1.990
C 2.357 0.273 2.316 -0.091 1.050 0.535
O 3.809 0.119 2.626 -0.674 -1.526 0.541
O 2.703 -0.400 -1.949 3.066 -2.305 2.737
H 6.108 0.055 -1.769 -0.194 0.126 -0.374
H 5.255 -0.951 -0.723 0.122 -0.852 -0.020
H 5.626 -1.474 -2.423 -0.392 -0.366 -0.005
H 5.014 2.063 -1.891 -1.056 -0.708 -0.233
H 2.494 2.667 -2.566 -0.737 -0.753 2.274
H 1.241 -2.252 4.551 0.424 0.581 -0.480
H 1.751 -0.560 4.956 -0.783 -0.031 -0.929
H 0.803 0.858 -0.542 2.371 -0.357 -2.288
H -0.525 -1.640 2.624 0.401 1.003 -1.234
H -0.349 0.127 2.607 0.041 -0.061 -0.040
H 1.820 -3.170 2.075 0.131 1.031 -0.125
H 1.915 -2.013 0.670 0.624 -0.004 1.444
H 2.116 0.567 1.253 1.004 -0.235 0.885
H 2.081 1.112 3.006 -0.261 -0.622 -0.730
C -0.210 -0.664 0.537 -1.750 -1.486 1.642
C -1.701 -0.853 0.652 -2.514 -1.178 0.774
C -2.355 -2.090 0.627 0.757 -0.428 -1.087
C -3.743 -2.191 0.440 0.367 0.384 0.103
C -4.536 -1.048 0.395 0.421 0.845 0.879
C -3.926 0.206 0.618 0.023 -0.684 0.276
C -2.538 0.256 0.825 -1.073 0.684 -0.903
C -0.269 0.626 -0.312 -4.755 -0.327 -0.921
C -1.257 0.394 -1.467 3.433 -0.928 2.446
C -2.336 1.176 -1.882 -1.160 1.707 -1.542
C -3.247 0.615 -2.839 0.935 -1.625 0.619
C -4.219 1.331 -3.487 -0.132 0.609 -0.005
C -4.274 2.694 -3.168 -0.188 0.773 -0.248
C -3.486 3.313 -2.164 -0.313 0.046 -0.399
C -2.520 2.561 -1.529 0.354 -1.212 0.133
H 0.211 -1.566 0.026 -0.242 1.096 0.129
H -1.684 -2.970 0.521 -0.778 0.332 0.201
H -4.196 -3.154 0.280 -0.033 -0.269 0.086
H -5.622 -1.078 0.337 0.232 -0.253 -0.374
H -4.549 1.121 0.542 0.663 -0.609 0.287
H -2.041 1.220 0.727 -1.122 -0.281 0.910
H -0.597 1.460 0.330 0.742 -0.119 -0.601
H -1.134 -0.590 -2.009 -0.108 1.103 0.763
H -3.169 -0.481 -3.031 0.119 0.973 0.089
H -4.885 0.855 -4.252 0.746 0.667 0.880
H -4.900 3.330 -3.785 -0.242 0.002 0.288
H -3.610 4.396 -1.910 0.074 -1.185 -0.429
H -1.861 2.985 -0.770 -0.200 0.065 -0.278

Record 4
24
Properties=species:S:1:pos:R:3:forces:R:3 method="wB97M-V/def2-TZVPD" spin_multiplicity=2 e_lumo_ev="-8.77 / -13.16" homo_ha="-0.628 / -0.628" orbital_gap_ev="8.3 / 3.9" mol_weight_g_mol=114.21 e_above_lowest_ev=3.9860 charge=+2 s2=0.753 total_energy_ev=-8986.2331
C 2.544 0.735 -1.917 -0.003 0.136 -0.212
C 2.810 0.624 -0.418 -0.171 -0.066 -0.054
C 2.256 -0.693 0.126 -1.580 -0.474 0.266
C 0.710 -0.683 -0.036 2.421 0.413 0.728
C 0.106 -1.669 -0.736 -0.849 0.438 -0.809
C -0.008 0.261 0.735 -1.115 -2.268 -0.343
C 0.330 0.630 2.102 0.501 1.226 -0.343
N -6.561 0.088 0.085 -3.586 -1.824 2.488
H 3.291 1.370 -2.392 -0.138 -0.026 -0.078
H 1.555 1.155 -2.133 0.145 0.042 0.065
H 2.562 -0.243 -2.397 0.238 -0.038 -0.079
H 3.871 0.687 -0.182 0.017 -0.003 -0.093
H 2.490 -0.883 1.178 0.213 0.105 -0.167
H 2.542 -1.582 -0.443 0.636 0.347 0.047
H -0.946 -1.677 -1.009 -0.069 0.138 0.345
H 0.660 -2.519 -1.132 0.098 0.175 0.321
H -0.985 0.495 0.308 -0.044 0.382 0.415
H -7.183 -0.059 -0.735 1.171 1.366 -0.916
H 1.315 0.315 2.431 -0.009 0.030 -0.174
H -0.406 0.250 2.821 -0.295 0.064 -0.297
H 0.256 1.738 2.146 -0.012 -0.328 0.300
H 2.322 1.487 0.067 0.256 -0.307 0.166
H -6.468 0.790 0.840 0.920 1.141 -1.357
H -7.062 -0.617 0.690 1.252 -0.671 -0.219